No. 1
The following is a quantum chemistry calculation of a molecular structure, C30H37GaGeN13, from OMol25.

XYZ file:
```
82
C30H37GaGeN13 ωB97M-V/def2-TZVPD
Ga 1.148 1.114 0.021
N 1.116 1.079 2.191
C 2.404 0.887 2.882
C 3.346 2.057 2.458
C 3.814 1.922 0.999
N 2.708 2.306 0.106
H 0.808 2.012 2.498
H 0.374 0.432 2.490
H 2.825 -0.115 2.624
H 2.326 0.965 3.981
H 4.265 2.018 3.119
H 2.926 3.068 2.539
H 4.172 0.914 0.730
H 4.722 2.609 0.780
H 2.985 2.489 -0.880
H 2.313 3.236 0.420
N -0.048 4.946 -0.897
C 0.200 3.984 -1.864
N -0.310 4.185 -3.080
N 0.012 3.011 -3.756
N 0.703 2.222 -2.979
N 0.883 2.821 -1.766
C 0.265 4.978 0.443
N -0.404 5.764 1.318
N 0.233 5.516 2.456
N 1.213 4.698 2.331
N 1.286 4.341 0.994
H -0.654 5.680 -1.212
C 1.141 -0.520 -0.893
Ge 0.735 -2.276 -0.109
C 0.658 -2.528 1.778
C -0.427 -2.107 2.550
C -0.485 -2.412 3.850
C 0.568 -3.175 4.395
C 1.612 -3.641 3.639
C 1.701 -3.306 2.283
C 2.220 -3.174 -1.052
C 3.431 -2.504 -1.384
C 4.484 -3.160 -1.955
C 4.472 -4.544 -2.171
C 3.305 -5.232 -1.763
C 2.169 -4.544 -1.326
C -0.857 -3.134 -0.883
C -0.907 -3.149 -2.265
C -1.902 -3.917 -2.885
C -2.828 -4.666 -2.200
C -2.721 -4.570 -0.770
C -1.777 -3.830 -0.121
H 1.220 -0.562 -2.028
H -1.266 -1.565 2.088
H -1.372 -2.050 4.444
H 0.646 -3.302 5.483
H 2.420 -4.259 4.075
H 2.405 -3.752 1.579
H 3.498 -1.410 -1.341
H 5.380 -2.562 -2.247
H 5.289 -5.107 -2.581
H 3.251 -6.339 -1.811
H 1.259 -5.085 -1.124
H -0.162 -2.596 -2.816
H -1.906 -3.887 -3.949
H -3.624 -5.323 -2.558
H -3.501 -5.099 -0.203
H -1.718 -3.729 0.972
N -0.825 1.796 0.243
C -2.011 1.691 0.076
N -3.257 1.747 -0.154
C -4.049 2.823 0.461
C -4.311 3.840 -0.592
C -4.329 3.308 -2.047
C -4.927 1.890 -1.986
C -4.031 0.955 -1.064
H -3.448 3.230 1.288
H -4.933 2.375 0.949
H -3.499 4.577 -0.559
H -5.217 4.453 -0.401
H -3.282 3.328 -2.470
H -4.896 3.973 -2.701
H -4.924 1.367 -2.945
H -5.978 1.934 -1.653
H -3.407 0.288 -1.644
H -4.717 0.301 -0.448
```

As for the net charge: -1. As for the gap between HOMO and LUMO: 5.4 eV. Its highest occupied orbital energy is -3.19 eV.

No. 2
The following is a quantum chemistry calculation of a molecular structure, C30H37GeIrN5Te, from OMol25.

XYZ file:
```
75
C30H37GeIrN5Te ωB97M-V/def2-TZVPD
Ir 0.196 -0.088 0.107
C -2.719 3.389 1.403
N -2.051 2.590 2.441
C -2.241 2.985 3.846
C -1.263 1.581 2.089
N -0.985 1.302 0.826
N -0.721 0.835 3.114
C 0.179 -0.200 3.082
N 0.588 -0.650 4.267
N 0.603 -0.717 1.956
H -3.479 4.000 1.879
H -3.224 2.745 0.684
H -2.011 4.049 0.899
H -2.723 3.957 3.863
H -1.283 3.102 4.356
H -2.887 2.281 4.374
H -1.381 1.954 0.162
H -1.057 1.080 4.033
H 0.281 -0.251 5.140
H 1.243 -1.413 4.332
H 1.317 -1.427 2.078
C -6.776 -3.231 -0.426
C -5.383 -2.733 -0.627
C -5.131 -1.381 -0.895
C -3.857 -0.907 -1.115
C -3.680 0.553 -1.417
C -2.771 -1.825 -1.075
Te -0.927 -1.343 -1.824
C -3.004 -3.203 -0.795
C -1.931 -4.258 -0.736
C -4.303 -3.614 -0.570
H -7.495 -2.418 -0.367
H -6.843 -3.834 0.481
H -7.058 -3.879 -1.260
H -5.969 -0.698 -0.952
H -4.647 1.046 -1.482
H -3.155 0.736 -2.357
H -3.112 1.021 -0.615
H -0.919 -3.867 -0.658
H -1.979 -4.895 -1.622
H -2.100 -4.905 0.125
H -4.490 -4.659 -0.349
C 1.892 3.071 1.008
Ge 2.310 1.452 0.025
C 3.616 0.349 0.922
C 3.681 -1.046 0.907
C 4.712 -1.713 1.551
C 5.703 -0.992 2.207
C 5.657 0.394 2.223
C 4.615 1.061 1.591
C 2.347 1.622 -1.875
C 2.580 2.853 -2.445
C 2.972 2.959 -3.795
C 3.160 1.828 -4.539
C 2.916 0.539 -3.996
C 3.092 -0.641 -4.759
C 2.823 -1.874 -4.230
C 2.320 -1.981 -2.917
C 2.152 -0.843 -2.180
C 2.465 0.442 -2.659
H 2.733 3.753 0.856
H 1.818 2.886 2.078
H 0.997 3.567 0.637
H 2.960 -1.641 0.354
H 4.759 -2.794 1.519
H 6.515 -1.512 2.697
H 6.431 0.958 2.725
H 4.603 2.145 1.627
H 2.501 3.763 -1.860
H 3.156 3.933 -4.225
H 3.497 1.898 -5.566
H 3.447 -0.553 -5.778
H 2.977 -2.769 -4.816
H 2.068 -2.953 -2.512
H 1.673 -0.970 -1.171
```

The energy relative to the best compared isomer or geometry (same formula, charge and spin) comes out at 52.4 kcal per mole. As for the net charge: +3. As for the gap between HOMO and LUMO (spin up / spin down): 4.7 / 5.0 eV. Its highest occupied orbital energy (spin up / spin down) is -15.75 / -15.77 eV.

No. 3
The following is a quantum chemistry calculation of a molecular structure, C30H37IrN2OPS5, from OMol25.

XYZ file:
```
77
C30H37IrN2OPS5 ωB97M-V/def2-TZVPD
Ir 0.373 -0.051 -0.124
C -0.673 2.169 3.445
C -0.564 1.013 2.497
N -0.472 1.229 1.216
N -0.625 2.553 0.831
C -0.053 2.897 -0.274
S 0.879 1.802 -1.294
S -0.347 4.536 -0.765
C 1.091 4.965 -1.808
C 2.370 5.125 -1.036
C 3.414 4.217 -1.178
C 4.591 4.379 -0.460
C 4.733 5.448 0.411
C 3.698 6.364 0.552
C 2.526 6.205 -0.169
C -0.612 -0.351 3.067
C -0.938 -0.482 4.404
C -1.100 -1.727 5.024
C -0.943 -2.921 4.311
C -0.609 -2.859 2.992
C -0.410 -1.596 2.332
O -0.051 -1.666 1.121
H -0.382 3.094 2.965
H -0.038 1.997 4.312
H -1.704 2.278 3.790
H 0.760 5.920 -2.220
H 1.183 4.268 -2.640
H 3.322 3.405 -1.889
H 5.409 3.684 -0.601
H 5.654 5.583 0.963
H 3.811 7.212 1.214
H 1.726 6.927 -0.059
H -1.096 0.396 5.010
H -1.360 -1.759 6.074
H -1.082 -3.873 4.805
H -0.454 -3.745 2.391
C 5.098 -2.877 1.270
C 4.528 -1.973 2.357
S 3.049 -0.995 1.976
C 3.621 0.096 0.650
C 3.542 -0.440 -0.775
S 2.008 -1.249 -1.343
C 2.023 -2.922 -0.622
C 3.329 -3.702 -0.809
S 4.061 -4.271 0.749
H 6.006 -3.331 1.670
H 5.415 -2.315 0.392
H 5.300 -1.282 2.701
H 4.228 -2.574 3.216
H 4.654 0.389 0.851
H 3.030 1.011 0.732
H 4.329 -1.160 -0.991
H 3.670 0.381 -1.483
H 1.185 -3.407 -1.128
H 1.796 -2.829 0.432
H 4.083 -3.158 -1.378
H 3.134 -4.609 -1.379
C -1.978 0.581 -2.436
P -1.373 -0.727 -1.350
C -2.781 -1.145 -0.301
C -1.017 -2.160 -2.368
C -0.235 -2.009 -3.516
C 0.052 -3.108 -4.306
C -0.433 -4.362 -3.955
C -1.210 -4.518 -2.815
C -1.503 -3.421 -2.020
H -1.206 0.890 -3.136
H -2.277 1.444 -1.841
H -2.838 0.198 -2.988
H -3.591 -1.517 -0.930
H -3.116 -0.239 0.206
H -2.525 -1.898 0.440
H 0.148 -1.036 -3.799
H 0.647 -2.987 -5.201
H -0.214 -5.218 -4.579
H -1.597 -5.493 -2.550
H -2.114 -3.556 -1.138
```

The energy relative to the best compared isomer or geometry (same formula, charge and spin) comes out at 16.1 kcal per mole. As for the net charge: +2. As for the multiplicity: 2. As for the gap between HOMO and LUMO (spin up / spin down): 6.6 / 4.5 eV. Its highest occupied orbital energy (spin up / spin down) is -13.21 / -13.20 eV.

Let's list E_tot in order: -159971.2759, -105783.4508, -103029.7754 eV.